13
Properties=species:S:1:pos:R:3 method="wB97M-V/def2-TZVPD" homo_ev=-8.51 smiles=CS[C@@H]([SiH3])S largest_force_ha_per_bohr=0.0765 lumo_energy_ev=0.62 gap_ev=9.13 total_charge=0
C -2.61036 0.12348 -0.05010
S -0.99267 1.06294 0.16652
C 0.23462 -0.09148 -0.34383
Si 2.26390 0.59806 0.03266
S 0.05192 -1.64890 0.43009
H -3.22791 1.02393 0.13988
H -2.38964 -0.64391 0.63907
H -2.78685 -0.18569 -1.01815
H 0.13631 -0.19508 -1.38797
H 2.87744 -0.54006 -0.73669
H 2.82656 0.39929 1.38319
H 2.62009 1.77290 -0.74338
H 0.99660 -1.67548 1.48869

=====

13
Properties=species:S:1:pos:R:3 method="wB97M-V/def2-TZVPD" homo_ev=-9.13 smiles=CSS.CS largest_force_ha_per_bohr=0.0108 lumo_energy_ev=0.51 gap_ev=9.64 total_charge=0
C 2.51502 -2.14828 -0.79228
S 2.83525 -0.96316 0.54360
S 1.03888 -0.99353 1.51471
H 1.93570 -1.71162 -1.59944
H 3.48294 -2.46768 -1.17933
H 2.05540 -3.01930 -0.33336
H 0.44623 -0.02664 0.80294
C -2.01564 1.82659 -0.14945
S -3.73344 2.15610 0.33375
H -1.35382 2.11559 0.66144
H -1.75005 2.34965 -1.06463
H -1.93029 0.76528 -0.38544
H -3.52617 2.11700 1.64749

=====

13
Properties=species:S:1:pos:R:3 method="wB97M-V/def2-TZVPD" homo_ev=-8.79 smiles=CCS.SS largest_force_ha_per_bohr=0.0428 lumo_energy_ev=-0.05 gap_ev=8.74 total_charge=0
C -0.48446 -2.56289 -0.16404
C 0.99555 -2.12978 -0.17102
S 1.32289 -0.67815 -1.34827
H -1.12040 -1.72171 0.20508
H -0.86224 -3.49472 0.42495
H -0.60244 -3.08197 -1.12335
H 1.34917 -1.90464 0.80167
H 1.71045 -2.83429 -0.63479
H 0.18877 0.04306 -1.02515
S -1.63063 1.25598 0.24860
S 0.15701 1.83346 1.26521
H -1.71128 2.08112 -0.78207
H 0.39311 0.48856 1.49535

=====

12
Properties=species:S:1:pos:R:3 method="wB97M-V/def2-TZVPD" homo_ev=-8.50 smiles=CSC[SiH3] largest_force_ha_per_bohr=0.0754 lumo_energy_ev=1.05 gap_ev=9.55 total_charge=0
C -1.17069 -0.82355 -1.87070
S -1.21121 -0.41278 -0.09982
C 0.55621 0.14182 0.18039
Si 0.90782 0.85885 1.97483
H -1.49248 0.02546 -2.48247
H -2.18862 -1.43057 -1.83512
H -0.40560 -1.48353 -2.29058
H 0.58825 0.78057 -0.71510
H 1.27490 -0.77983 0.09533
H 0.05921 1.82609 2.47773
H 2.12219 1.60791 1.79735
H 0.96000 -0.31043 2.76818

=====

Please write out number 2 again, unchanged.
13
Properties=species:S:1:pos:R:3 method="wB97M-V/def2-TZVPD" homo_ev=-9.13 smiles=CSS.CS largest_force_ha_per_bohr=0.0108 lumo_energy_ev=0.51 gap_ev=9.64 total_charge=0
C 2.51502 -2.14828 -0.79228
S 2.83525 -0.96316 0.54360
S 1.03888 -0.99353 1.51471
H 1.93570 -1.71162 -1.59944
H 3.48294 -2.46768 -1.17933
H 2.05540 -3.01930 -0.33336
H 0.44623 -0.02664 0.80294
C -2.01564 1.82659 -0.14945
S -3.73344 2.15610 0.33375
H -1.35382 2.11559 0.66144
H -1.75005 2.34965 -1.06463
H -1.93029 0.76528 -0.38544
H -3.52617 2.11700 1.64749